No. 1
DFT (ωB97M-V/def2-TZVPD) results for a 2-piece molecular cluster, C8H14Si overall at a distorted geometry.

Positions of all 23 atoms, in Å:
C1 0.230 1.333 2.470
C2 1.078 0.936 1.726
C3 1.832 0.555 0.656
C4 2.727 0.556 -0.150
C5 3.855 0.471 -1.121
C6 4.866 -0.671 -1.011
H1 -0.409 1.776 3.243
H2 3.370 0.369 -2.067
H3 4.493 1.389 -1.127
H4 5.541 -0.734 -0.156
H5 5.561 -0.790 -1.788
H6 4.311 -1.685 -1.068
C7 -4.642 -0.015 0.900
Si1 -2.818 0.159 0.327
C8 -2.639 -0.926 -1.218
H7 -4.526 0.575 1.844
H8 -5.454 0.298 0.225
H9 -5.012 -0.990 1.353
H10 -2.511 1.565 0.154
H11 -2.112 -0.614 1.397
H12 -3.030 -0.530 -2.179
H13 -1.570 -1.107 -1.303
H14 -3.139 -1.920 -1.107

- Lowest unoccupied orbital energy: 0.894 eV
- HOMO: -9.30 eV
- Energy above the lowest of the compared OMol25 structures with the same formula, charge and spin: 99.00 kcal/mol
- Net charge: 0
- SMILES: C#CC#CCC.C[SiH2]C

***

No. 2
DFT (ωB97M-V/def2-TZVPD) results for C4H9GdO3 as an isolated structure at a distorted geometry.

Positions of all 17 atoms, in Å:
O1 0.089 -0.703 1.497
C1 1.158 -0.141 0.815
C2 1.220 -0.608 -0.630
O2 -0.085 -0.417 -1.179
C3 -0.179 -0.670 -2.569
Gd1 -1.805 -0.914 0.497
H1 2.134 -0.378 1.283
H2 1.064 0.966 0.796
H3 1.493 -1.675 -0.701
H4 1.952 -0.024 -1.211
H5 -1.222 -0.508 -2.865
H6 0.472 0.023 -3.120
H7 0.114 -1.706 -2.797
O3 -2.159 1.279 1.557
C4 -1.516 1.680 2.529
H8 -1.418 1.039 3.425
H9 -1.312 2.756 2.673

- Lowest unoccupied orbital energy (spin up / spin down): -4.039 / -4.071 eV
- HOMO (spin up / spin down): -11.19 / -13.37 eV
- Energy above the lowest of the compared OMol25 structures with the same formula, charge and spin: 0.00 kcal/mol
- Net charge: +1
- 2S+1: 9

***

No. 3
DFT (ωB97M-V/def2-TZVPD) results for C37H53CaF2N7O as an isolated structure.

Positions of all 101 atoms, in Å:
Ca1 0.268 0.023 -0.277
C1 -2.811 -2.479 1.599
C2 -3.074 -1.111 2.159
C3 -4.374 -0.674 2.406
C4 -4.619 0.577 2.949
C5 -3.557 1.413 3.264
C6 -2.246 1.015 3.034
C7 -1.084 1.891 3.406
C8 -2.028 -0.245 2.468
N1 -0.688 -0.606 2.152
C9 -0.019 -1.330 2.949
C10 -0.524 -1.887 4.247
C11 1.423 -1.617 2.575
C12 2.245 -2.440 3.524
N2 1.854 -1.103 1.500
C13 3.223 -1.239 1.119
C14 3.693 -2.395 0.492
C15 2.837 -3.622 0.348
C16 5.010 -2.397 0.046
C17 5.837 -1.302 0.237
C18 5.358 -0.183 0.900
C19 4.046 -0.136 1.351
C20 3.511 1.048 2.104
H1 -3.725 -2.898 1.178
H2 -2.472 -3.165 2.382
H3 -2.043 -2.468 0.824
H4 -5.201 -1.330 2.161
H5 -5.637 0.896 3.138
H6 -3.740 2.388 3.701
H7 -1.428 2.880 3.708
H8 -0.394 1.998 2.568
H9 -0.518 1.465 4.240
H10 -1.565 -1.628 4.420
H11 0.075 -1.509 5.077
H12 -0.423 -2.974 4.248
H13 1.829 -3.446 3.614
H14 2.236 -1.998 4.522
H15 3.273 -2.519 3.181
H16 2.913 -4.249 1.242
H17 3.169 -4.224 -0.497
H18 1.786 -3.383 0.202
H19 5.387 -3.277 -0.461
H20 6.856 -1.321 -0.127
H21 6.002 0.672 1.065
H22 4.259 1.836 2.174
H23 3.214 0.769 3.119
H24 2.632 1.466 1.611
C21 -2.098 4.633 0.266
N3 -3.015 3.541 -0.011
C22 -4.226 3.890 -0.744
C23 -2.494 2.269 -0.029
N4 -1.265 1.976 0.132
N5 -3.453 1.277 -0.220
C24 -3.237 0.032 -0.788
N6 -4.433 -0.579 -1.136
N7 -2.083 -0.479 -0.929
H25 -1.419 4.827 -0.573
H26 -1.510 4.406 1.156
H27 -2.676 5.534 0.460
H28 -4.063 4.821 -1.287
H29 -5.079 4.031 -0.074
H30 -4.472 3.123 -1.476
H31 -0.642 2.773 0.050
H32 -4.364 1.440 0.175
H33 -5.134 0.023 -1.539
H34 -4.322 -1.449 -1.633
H35 -2.088 -1.327 -1.493
C25 -2.106 2.023 -3.529
C26 -0.644 1.635 -3.310
C27 -0.119 0.812 -4.487
C28 0.242 2.838 -3.034
C29 0.199 3.925 -3.899
C30 0.994 5.043 -3.713
C31 1.855 5.064 -2.625
C32 1.943 4.000 -1.739
C33 2.893 4.107 -0.564
C34 2.135 4.097 0.768
C35 4.000 3.052 -0.615
C36 1.143 2.841 -1.933
O1 1.218 1.823 -1.103
H36 -2.734 1.129 -3.586
H37 -2.239 2.575 -4.462
H38 -2.468 2.658 -2.717
H39 -0.625 0.997 -2.429
H40 -0.128 1.407 -5.404
H41 -0.728 -0.081 -4.643
H42 0.907 0.489 -4.304
H43 -0.476 3.894 -4.749
H44 0.948 5.878 -4.400
H45 2.484 5.933 -2.456
H46 3.379 5.085 -0.646
H47 1.560 3.175 0.864
H48 1.445 4.942 0.819
H49 2.821 4.167 1.616
H50 3.583 2.047 -0.579
H51 4.695 3.181 0.220
H52 4.570 3.143 -1.542
F1 -0.329 -3.058 -0.670
C37 0.429 -2.184 -1.556
F2 -0.466 -2.080 -2.674
H53 1.194 -2.869 -1.946

- Lowest unoccupied orbital energy: -0.259 eV
- HOMO: -6.58 eV
- Energy above the lowest of the compared OMol25 structures with the same formula, charge and spin: 0.00 kcal/mol
- Net charge: 0

***

No. 4
DFT (ωB97M-V/def2-TZVPD) results for C25H53Br16N4O2 as an isolated structure at a distorted geometry.

Positions of all 100 atoms, in Å:
C1 3.337 1.501 1.875
C2 3.402 -0.027 1.697
C3 2.113 -0.727 2.051
O1 2.130 -1.756 2.694
O2 0.942 -0.134 1.653
C4 0.089 -1.024 0.926
C5 -1.140 -1.390 1.778
N1 -2.381 -0.743 1.349
C6 -2.580 0.542 1.271
N2 -3.824 1.040 0.816
N3 -1.589 1.402 1.607
C7 -1.691 2.732 0.949
C8 -0.489 3.639 1.262
C9 0.420 3.930 0.078
N4 -0.312 4.612 -0.988
H1 4.344 1.914 1.840
H2 2.777 1.947 1.052
H3 2.885 1.733 2.839
H4 4.197 -0.400 2.338
H5 3.684 -0.313 0.681
H6 0.611 -1.902 0.558
H7 -0.283 -0.425 0.092
H8 -1.305 -2.461 1.634
H9 -0.936 -1.250 2.838
H10 -3.166 -1.328 1.094
H11 -3.986 0.814 -0.164
H12 -4.582 0.604 1.335
H13 -1.458 1.475 2.612
H14 -2.594 3.220 1.318
H15 -1.819 2.558 -0.120
H16 -0.894 4.594 1.600
H17 0.071 3.222 2.103
H18 0.967 3.045 -0.280
H19 1.192 4.616 0.440
H20 0.272 4.665 -1.814
H21 -1.124 4.071 -1.264
Br1 -3.954 -4.422 1.698
C10 -2.879 -6.005 2.094
C11 -2.420 -6.018 3.527
Br2 -0.958 -4.768 3.803
H22 -2.056 -6.010 1.387
H23 -3.533 -6.851 1.892
H24 -2.021 -6.995 3.792
H25 -3.202 -5.749 4.230
Br3 -0.136 1.327 -4.226
C12 1.069 -0.200 -4.170
C13 1.723 -0.336 -2.824
Br4 3.139 0.977 -2.577
H26 1.784 -0.066 -4.978
H27 0.446 -1.066 -4.382
H28 2.210 -1.305 -2.733
H29 1.027 -0.201 -2.004
Br5 -9.134 2.702 0.060
C14 -8.438 3.269 1.785
C15 -7.101 3.950 1.642
Br6 -5.662 2.665 1.321
H30 -8.397 2.386 2.415
H31 -9.179 3.959 2.182
H32 -6.831 4.456 2.566
H33 -7.074 4.659 0.821
Br7 1.776 1.166 -7.636
C16 3.663 1.398 -8.057
C17 4.370 0.074 -8.140
Br8 4.706 -0.665 -6.367
H34 4.078 2.053 -7.298
H35 3.684 1.903 -9.021
H36 5.352 0.197 -8.590
H37 3.812 -0.676 -8.691
Br9 -4.834 6.700 -4.674
C18 -3.047 6.622 -3.914
C19 -2.334 5.357 -4.308
Br10 -2.987 3.825 -3.295
H38 -3.154 6.728 -2.839
H39 -2.526 7.490 -4.313
H40 -1.274 5.427 -4.072
H41 -2.452 5.110 -5.358
Br11 -0.618 -3.035 7.089
C20 1.308 -2.927 6.817
C21 1.951 -4.283 6.925
Br12 2.090 -4.861 8.774
H42 1.689 -2.215 7.542
H43 1.439 -2.526 5.813
H44 2.973 -4.252 6.554
H45 1.399 -5.055 6.397
Br13 5.254 2.078 -11.928
C22 7.200 1.984 -11.940
C23 7.719 1.256 -10.731
Br14 7.641 2.373 -9.138
H46 7.566 3.003 -12.011
H47 7.455 1.444 -12.849
H48 8.771 1.009 -10.855
H49 7.162 0.351 -10.511
Br15 -0.880 -7.458 8.227
C24 -0.591 -6.998 10.096
C25 -0.561 -8.224 10.968
Br16 -2.349 -8.930 11.276
H50 -1.374 -6.300 10.373
H51 0.368 -6.491 10.118
H52 -0.177 -7.978 11.955
H53 0.027 -9.031 10.542

- Lowest unoccupied orbital energy: -3.207 eV
- HOMO: -11.20 eV
- Net charge: +1

***

No. 5
DFT (ωB97M-V/def2-TZVPD) results for C9H14EuN2P as an isolated structure at a distorted geometry.

Positions of all 27 atoms, in Å:
C1 -0.559 2.983 -1.799
C2 0.791 2.544 -1.916
C3 1.393 2.572 -0.619
C4 0.413 3.052 0.321
C5 -0.804 3.303 -0.399
Eu1 -0.719 0.537 -0.450
P1 -1.825 -0.946 -2.722
H1 -1.274 3.131 -2.616
H2 1.295 2.289 -2.848
H3 2.426 2.338 -0.388
H4 -1.728 3.713 0.005
H5 0.575 3.229 1.376
H6 -1.395 -2.313 -2.844
H7 -1.927 -0.690 -4.118
H8 -3.221 -1.229 -2.515
C6 -0.707 -3.038 0.773
C7 0.232 -2.119 1.460
N1 0.485 -0.840 1.187
C8 1.446 -0.397 2.113
C9 1.755 -1.437 2.941
N2 0.983 -2.515 2.510
H9 -0.146 -3.858 0.298
H10 -1.406 -3.464 1.508
H11 -1.287 -2.516 -0.005
H12 1.807 0.620 2.071
H13 2.433 -1.495 3.775
H14 0.963 -3.452 2.903

- Lowest unoccupied orbital energy (spin up / spin down): 2.946 / 3.060 eV
- HOMO (spin up / spin down): 0.06 / 0.29 eV
- Energy above the lowest of the compared OMol25 structures with the same formula, charge and spin: 0.00 kcal/mol
- Net charge: -1
- 2S+1: 8

***

No. 6
DFT (ωB97M-V/def2-TZVPD) results for C5H20FN10O5Y as an isolated structure at a distorted geometry.

Positions of all 42 atoms, in Å:
Y1 -9.589 -23.381 17.703
F1 -9.361 -24.546 19.661
C1 -12.634 -25.073 17.979
O1 -11.650 -24.438 17.784
N1 -12.804 -25.894 18.924
N2 -13.777 -24.966 17.320
H1 -12.055 -26.261 19.494
H2 -13.671 -26.396 19.046
H3 -13.809 -24.736 16.337
H4 -14.578 -25.266 17.857
C2 -6.622 -21.660 22.391
O2 -5.684 -21.338 21.624
N3 -7.558 -22.423 22.119
N4 -6.892 -21.047 23.573
H5 -8.168 -22.558 22.912
H6 -7.690 -23.019 21.314
H7 -6.335 -20.204 23.588
H8 -7.872 -21.072 23.816
C3 -11.477 -24.974 22.488
O3 -12.372 -25.141 23.332
N5 -11.172 -23.840 21.962
N6 -10.877 -25.931 21.910
H9 -11.621 -22.951 22.128
H10 -10.500 -23.797 21.210
H11 -10.279 -25.689 21.133
H12 -11.142 -26.905 21.947
C4 -7.157 -27.361 22.155
O4 -6.393 -28.141 22.771
N7 -7.015 -27.056 20.878
N8 -8.195 -26.788 22.727
H13 -7.562 -26.278 20.535
H14 -6.151 -27.253 20.393
H15 -8.245 -26.789 23.736
H16 -8.821 -26.261 22.135
C5 -6.563 -25.225 17.185
O5 -7.548 -24.555 17.393
N9 -6.582 -26.527 17.164
N10 -5.404 -24.655 16.994
H17 -5.745 -26.948 16.787
H18 -7.409 -27.106 17.142
H19 -4.705 -25.385 16.992
H20 -5.271 -23.655 16.973

- Lowest unoccupied orbital energy (spin up / spin down): -3.654 / -4.180 eV
- HOMO (spin up / spin down): -10.07 / -11.39 eV
- Net charge: +1
- 2S+1: 2

***

No. 7
DFT (ωB97M-V/def2-TZVPD) results for a 6-piece molecular cluster, H12O6 overall at a distorted geometry.

Positions of all 18 atoms, in Å:
O1 2.049 -2.032 -0.066
H1 2.319 -2.641 0.612
H2 2.661 -2.056 -0.822
O2 -1.074 2.026 -1.379
H3 -1.852 2.434 -1.731
H4 -0.293 2.374 -1.913
O3 -0.439 -0.923 -0.694
H5 0.365 -1.378 -0.538
H6 -0.280 -0.017 -0.988
O4 -2.652 -1.650 0.953
H7 -1.853 -1.517 0.362
H8 -2.766 -2.585 1.178
O5 2.280 0.558 0.527
H9 1.993 0.609 1.431
H10 2.220 -0.408 0.417
O6 -0.779 2.142 1.156
H11 -1.009 3.065 1.313
H12 -0.884 1.996 0.184

- Lowest unoccupied orbital energy: 0.189 eV
- HOMO: -10.13 eV
- Energy above the lowest of the compared OMol25 structures with the same formula, charge and spin: 35.44 kcal/mol
- Net charge: 0
- SMILES: O.O.O.O.O.O

***

No. 8
DFT (ωB97M-V/def2-TZVPD) results for ClCuFZn as an isolated structure at a distorted geometry.

Positions of all 4 atoms, in Å:
Cu1 1.386 -1.388 0.456
Zn1 -1.528 2.456 0.772
F1 -0.114 -1.877 -1.232
Cl1 0.256 0.809 0.004

- Lowest unoccupied orbital energy (spin up / spin down): -13.831 / -13.871 eV
- HOMO (spin up / spin down): -20.05 / -19.94 eV
- Energy above the lowest of the compared OMol25 structures with the same formula, charge and spin: 56.38 kcal/mol
- Net charge: +2
- 2S+1: 2

***

No. 9
DFT (ωB97M-V/def2-TZVPD) results for an isolated ion of composition C5H15N2 and charge +1 at a distorted geometry.

Positions of all 22 atoms, in Å:
C1 -0.274 2.697 0.603
C2 -0.263 2.282 -0.875
C3 0.458 0.979 -1.136
N1 -0.070 -0.091 -0.184
C4 -0.357 -1.462 -0.647
C5 -0.358 -2.367 0.611
N2 0.858 -2.031 1.356
H1 -0.092 3.757 0.763
H2 -1.270 2.634 1.070
H3 0.385 2.084 1.218
H4 0.280 3.104 -1.341
H5 -1.241 2.221 -1.357
H6 1.511 1.134 -0.888
H7 0.395 0.562 -2.135
H8 -0.901 0.280 0.276
H9 0.687 -0.263 0.508
H10 -1.327 -1.561 -1.131
H11 0.417 -1.738 -1.359
H12 -1.204 -2.052 1.218
H13 -0.464 -3.386 0.256
H14 1.552 -2.736 1.525
H15 0.587 -1.757 2.278

- Lowest unoccupied orbital energy: -2.787 eV
- HOMO: -14.38 eV
- Energy above the lowest of the compared OMol25 structures with the same formula, charge and spin: 15.92 kcal/mol
- Net charge: +1
- SMILES: CCC[NH2+]CCN

***

No. 10
DFT (ωB97M-V/def2-TZVPD) results for C4H7NO as an isolated structure at a distorted geometry.

Positions of all 13 atoms, in Å:
C1 -0.886 -1.112 -0.180
C2 0.012 0.094 0.003
C3 1.412 -0.046 -0.552
O1 0.038 0.981 1.726
C4 -0.573 1.381 0.031
N1 -1.151 2.325 -0.346
H1 -0.428 -1.990 0.276
H2 -1.879 -0.932 0.230
H3 -1.013 -1.352 -1.256
H4 2.045 0.746 -0.158
H5 1.399 0.063 -1.655
H6 1.834 -1.031 -0.335
H7 -0.810 0.873 2.216

- Lowest unoccupied orbital energy: -0.284 eV
- HOMO: -9.07 eV
- Energy above the lowest of the compared OMol25 structures with the same formula, charge and spin: 90.66 kcal/mol
- Net charge: 0

***

No. 11
DFT (ωB97M-V/def2-TZVPD) results for C31H55BrNP3Sn as an isolated structure at a distorted geometry.

Positions of all 92 atoms, in Å:
N1 7.966 2.712 -3.803
C1 7.264 1.739 -4.392
C2 5.875 1.641 -4.287
C3 5.146 2.615 -3.563
C4 5.910 3.666 -2.997
C5 7.308 3.651 -3.119
C6 3.730 2.387 -3.246
Sn1 1.641 3.518 -3.527
P1 -2.614 3.270 -1.678
C7 3.133 2.982 -2.045
C8 2.409 2.109 -1.098
C9 1.488 2.750 -0.254
C10 0.648 2.008 0.563
C11 0.717 0.602 0.544
C12 1.655 -0.041 -0.279
C13 2.527 0.706 -1.066
Br1 -0.656 -0.353 1.434
H1 3.421 1.360 -3.484
H2 3.602 3.882 -1.603
H3 5.367 0.798 -4.754
H4 5.463 4.481 -2.431
H5 7.822 0.995 -4.966
H6 7.929 4.414 -2.635
H7 1.428 3.845 -0.294
H8 3.284 0.202 -1.678
H9 -0.063 2.513 1.216
H10 1.757 -1.131 -0.278
P2 0.792 1.143 3.577
C14 -1.366 2.286 -2.564
C15 -1.928 2.086 -3.979
H11 -1.188 1.340 -2.037
H12 -0.409 2.851 -2.574
H13 -1.350 1.348 -4.544
H14 -2.972 1.749 -3.937
H15 -1.911 3.031 -4.537
C16 -1.955 4.474 -0.459
C17 -3.088 5.343 0.115
H16 -1.219 5.089 -0.995
H17 -1.437 3.916 0.332
H18 -2.666 6.203 0.646
H19 -3.747 5.719 -0.677
H20 -3.708 4.785 0.827
C18 -3.318 2.017 -0.500
C19 -4.826 1.784 -0.642
H21 -3.099 2.374 0.516
H22 -2.780 1.069 -0.641
H23 -5.159 1.060 0.113
H24 -5.414 2.697 -0.490
H25 -5.083 1.374 -1.626
C20 0.394 0.103 5.017
C21 1.484 0.016 6.082
H26 0.153 -0.892 4.609
H27 -0.533 0.519 5.446
H28 2.312 -0.633 5.778
H29 1.894 1.001 6.335
H30 1.054 -0.405 6.998
C22 0.340 2.849 4.071
C23 1.189 3.973 3.483
H31 0.331 2.871 5.171
H32 -0.706 2.943 3.739
H33 2.209 3.948 3.882
H34 1.244 3.918 2.390
H35 0.735 4.935 3.746
C24 2.609 1.099 3.347
C25 3.196 -0.293 3.126
H36 3.066 1.604 4.211
H37 2.812 1.721 2.460
H38 4.242 -0.191 2.810
H39 3.183 -0.909 4.032
H40 2.666 -0.833 2.334
C26 -3.253 -3.549 -2.200
C27 -2.087 -3.968 -1.308
P3 -0.695 -2.767 -1.377
C28 0.508 -3.440 -0.141
C29 0.343 -4.886 0.306
C30 0.098 -3.236 -2.986
C31 0.559 -4.677 -3.169
H41 -3.633 -2.562 -1.912
H42 -4.072 -4.268 -2.090
H43 -2.965 -3.516 -3.258
H44 -2.412 -4.004 -0.259
H45 -1.713 -4.963 -1.581
H46 1.513 -3.279 -0.558
H47 0.406 -2.766 0.725
H48 0.564 -5.605 -0.493
H49 1.052 -5.078 1.120
H50 -0.661 -5.083 0.696
H51 -0.630 -2.962 -3.767
H52 0.956 -2.552 -3.086
H53 -0.250 -5.405 -3.037
H54 0.931 -4.796 -4.194
H55 1.383 -4.944 -2.498

- Lowest unoccupied orbital energy (spin up / spin down): -8.119 / -7.779 eV
- HOMO (spin up / spin down): -12.40 / -12.37 eV
- Energy above the lowest of the compared OMol25 structures with the same formula, charge and spin: 0.00 kcal/mol
- Net charge: +2